(1)
{
  "formula": "C25H24BaF6IN7O3PSSe",
  "method": "ωB97M-V with the def2-TZVPD basis set",
  "species": ["Ba", "C", "C", "N", "N", "C", "N", "S", "C", "C", "C", "C", "C", "N", "H", "H", "H", "H", "H", "H", "H", "H", "H", "H", "O", "C", "O", "C", "C", "C", "C", "C", "C", "C", "C", "C", "N", "H", "H", "H", "H", "H", "H", "F", "P", "F", "F", "F", "F", "F", "N", "C", "O", "C", "I", "H", "H", "H", "H", "Se", "C", "C", "C", "N", "C", "C", "H", "H", "H", "H"],
  "xyz": [[-1.32, 0.02, 0.64], [3.87, -0.30, -0.17], [2.37, -0.32, -0.18], [1.64, -0.55, 0.85], [2.35, -0.74, 2.02], [1.73, -1.01, 3.21], [2.58, -0.92, 4.26], [0.15, -1.49, 3.42], [1.67, 0.04, -1.47], [2.15, -0.41, -2.68], [1.52, 0.00, -3.85], [0.45, 0.86, -3.76], [0.03, 1.27, -2.50], [0.61, 0.86, -1.37], [4.24, 0.49, 0.48], [4.26, -0.09, -1.16], [4.28, -1.25, 0.17], [3.34, -0.53, 2.01], [3.42, -0.37, 4.19], [2.19, -1.07, 5.17], [2.99, -1.10, -2.72], [1.86, -0.37, -4.81], [-0.08, 1.21, -4.64], [-0.82, 1.93, -2.38], [-2.62, -0.41, -3.33], [-2.19, -1.22, -2.50], [-2.21, -1.06, -1.23], [-1.47, -2.42, -3.07], [-1.96, -3.00, -4.28], [-1.26, -4.02, -4.84], [-0.05, -4.46, -4.23], [0.75, -5.50, -4.77], [1.90, -5.88, -4.14], [2.30, -5.24, -2.95], [1.54, -4.24, -2.41], [0.34, -3.83, -3.05], [-0.38, -2.81, -2.47], [-2.86, -2.61, -4.73], [-1.60, -4.49, -5.76], [0.43, -5.99, -5.68], [2.50, -6.68, -4.56], [3.21, -5.55, -2.45], [1.82, -3.75, -1.49], [-2.75, 2.03, 0.57], [-3.73, 1.72, 1.96], [-3.22, 3.12, 2.53], [-4.01, 0.24, 1.30], [-2.39, 0.99, 2.70], [-4.57, 1.40, 3.25], [-4.93, 2.36, 1.17], [-0.04, 3.66, 3.21], [0.18, 3.02, 2.04], [0.49, 1.84, 1.98], [0.04, 3.83, 0.78], [1.82, 4.88, 0.30], [-0.12, 3.07, 4.02], [-0.55, 4.53, 3.21], [-0.76, 4.57, 0.83], [-0.11, 3.15, -0.06], [-0.51, -3.09, 0.75], [-2.08, -3.89, 1.50], [-2.99, -3.13, 2.22], [-4.12, -3.74, 2.74], [-4.41, -5.03, 2.58], [-3.54, -5.75, 1.87], [-2.37, -5.24, 1.32], [-2.86, -2.07, 2.40], [-4.83, -3.15, 3.31], [-3.77, -6.80, 1.73], [-1.70, -5.88, 0.77]],
  "lowdin_spin": [-0.0017, 0.0003, 0.0024, 0.0001, 0.0011, 0.0151, 0.0107, 0.0846, 0.0001, 0.0002, 0.0000, 0.0002, 0.0000, 0.0002, 0.0001, 0.0000, 0.0001, 0.0002, 0.0004, 0.0010, 0.0000, 0.0000, 0.0000, 0.0000, 0.0005, 0.0009, 0.0102, 0.0043, 0.0005, 0.0013, 0.0004, 0.0001, -0.0002, -0.0001, 0.0011, 0.0040, 0.0299, 0.0000, 0.0001, 0.0000, 0.0000, 0.0000, 0.0003, -0.0001, 0.0000, 0.0000, 0.0000, -0.0001, 0.0000, 0.0000, 0.0000, 0.0000, 0.0001, 0.0000, 0.0000, 0.0000, 0.0000, 0.0000, 0.0000, 0.6846, 0.0488, 0.0337, -0.0065, 0.0379, -0.0054, 0.0380, 0.0012, -0.0011, -0.0011, 0.0014],
  "s_squared": 0.76,
  "largest_force_ha_per_bohr": 0.03778,
  "multiplicity": 2,
  "homo_energy_ha": [-0.2968, -0.3029],
  "e_tot_ev": -153467.5914
}

***

(2)
{
  "formula": "C28H32NO9PSV",
  "method": "ωB97M-V with the def2-TZVPD basis set",
  "species": ["V", "O", "C", "C", "N", "C", "C", "O", "O", "C", "C", "O", "O", "H", "H", "H", "H", "H", "H", "H", "H", "H", "O", "S", "O", "O", "C", "C", "C", "C", "C", "C", "P", "C", "C", "C", "C", "C", "C", "C", "C", "C", "C", "C", "C", "H", "H", "H", "H", "H", "H", "H", "H", "H", "H", "H", "H", "H", "H", "C", "C", "C", "C", "O", "H", "H", "H", "H", "H", "H", "H", "H", "H"],
  "xyz": [[0.99, 1.78, -0.07], [4.47, 1.19, 1.63], [4.72, 2.23, 0.71], [3.83, 3.46, 0.87], [2.37, 3.31, 0.67], [1.67, 2.59, 1.71], [-0.78, 2.18, 1.10], [-1.52, 2.78, 1.69], [-2.29, 0.09, 1.40], [1.77, 4.61, 0.34], [0.49, 4.54, -0.51], [-0.07, 5.59, -0.77], [0.13, 3.36, -0.90], [3.92, 0.54, 1.17], [4.67, 1.87, -0.31], [5.74, 2.59, 0.88], [4.19, 4.17, 0.12], [3.99, 3.91, 1.86], [1.11, 3.24, 2.38], [2.34, 1.93, 2.26], [2.47, 5.18, -0.26], [1.56, 5.19, 1.24], [4.22, 0.36, -2.08], [2.85, 0.39, -1.64], [2.14, 1.67, -1.84], [2.66, 0.07, -0.20], [1.92, -0.74, -2.63], [2.56, -1.24, -3.75], [1.83, -1.96, -4.69], [0.47, -2.14, -4.49], [-0.15, -1.64, -3.35], [0.56, -0.95, -2.36], [-0.21, -0.50, -0.64], [-1.92, -0.58, -1.26], [-2.37, 0.48, -2.03], [-3.66, 0.49, -2.53], [-4.52, -0.56, -2.25], [-4.08, -1.62, -1.47], [-2.79, -1.63, -0.97], [0.42, -2.10, 0.05], [1.18, -2.09, 1.22], [1.64, -3.27, 1.78], [1.34, -4.49, 1.18], [0.58, -4.51, 0.02], [0.14, -3.32, -0.54], [3.61, -1.05, -3.89], [2.32, -2.36, -5.57], [-0.12, -2.67, -5.23], [-1.21, -1.80, -3.23], [-1.70, 1.31, -2.24], [-4.00, 1.33, -3.12], [-5.54, -0.55, -2.64], [-4.75, -2.44, -1.24], [-2.46, -2.43, -0.32], [1.41, -1.14, 1.70], [2.24, -3.24, 2.68], [1.70, -5.41, 1.62], [0.35, -5.45, -0.46], [-0.43, -3.36, -1.46], [-4.19, 0.43, 2.67], [-2.90, -0.36, 2.61], [-3.19, -1.86, 2.52], [-2.01, -0.06, 3.81], [-1.04, -0.61, 1.24], [-4.76, 0.15, 3.56], [-4.80, 0.23, 1.79], [-3.98, 1.50, 2.71], [-3.65, -2.21, 3.44], [-2.26, -2.41, 2.36], [-3.86, -2.06, 1.69], [-2.49, -0.37, 4.73], [-1.80, 1.01, 3.86], [-1.06, -0.59, 3.71]],
  "lowdin_spin": [1.9889, 0.0002, 0.0001, -0.0047, -0.0231, -0.0550, 0.0086, 0.0092, -0.0017, 0.0026, 0.0072, 0.0059, 0.0352, 0.0001, 0.0000, 0.0000, -0.0001, -0.0012, -0.0033, 0.0028, 0.0001, -0.0005, 0.0000, 0.0032, 0.0036, 0.0158, 0.0000, 0.0003, -0.0001, 0.0002, -0.0004, -0.0008, -0.0034, 0.0007, 0.0011, 0.0001, -0.0002, 0.0001, -0.0002, -0.0016, 0.0003, 0.0001, 0.0000, -0.0001, -0.0006, 0.0000, 0.0000, 0.0000, -0.0001, 0.0008, 0.0000, 0.0000, 0.0000, 0.0000, 0.0007, 0.0000, 0.0000, 0.0000, -0.0001, 0.0000, -0.0002, 0.0000, -0.0001, 0.0094, 0.0000, 0.0000, 0.0000, 0.0000, 0.0000, 0.0000, 0.0000, 0.0000, -0.0001],
  "e_above_lowest_ev": 6.232,
  "s_squared": 2.04,
  "largest_force_ha_per_bohr": 0.00296,
  "multiplicity": 3,
  "homo_energy_ha": [-0.1905, -0.1901],
  "e_tot_ev": -95285.5480,
  "charge": -1
}

***

(3)
{
  "formula": "C4H6FNO",
  "method": "ωB97M-V with the def2-TZVPD basis set",
  "species": ["C", "C", "C", "C", "H", "H", "H", "H", "H", "H", "N", "O", "F"],
  "xyz": [[2.65, -0.38, -0.03], [-0.54, 0.88, 0.07], [-1.52, -0.20, -0.01], [-2.83, -0.01, -0.02], [2.94, 0.48, -0.61], [3.07, -0.24, 0.98], [2.98, -1.33, -0.45], [-0.90, 1.89, 0.00], [-3.46, -0.90, 0.03], [-3.30, 0.97, -0.06], [0.73, 0.77, 0.01], [1.22, -0.48, 0.05], [-1.05, -1.46, 0.03]],
  "mulliken_charge": [-0.4931, -0.3910, 0.8802, -0.7879, 0.2676, 0.2437, 0.2167, 0.2985, 0.2869, 0.2481, -0.4295, -0.1267, -0.2135],
  "e_above_lowest_ev": 2.824,
  "largest_force_ha_per_bohr": 0.02432,
  "homo_energy_ha": -0.3317,
  "e_tot_ev": -10497.3299
}

***

(4)
{
  "formula": "C30H29FN4O5S",
  "method": "ωB97M-V with the def2-TZVPD basis set",
  "species": ["O", "C", "O", "C", "C", "C", "O", "C", "C", "C", "C", "C", "C", "S", "O", "O", "F", "H", "H", "H", "H", "H", "H", "H", "H", "H", "N", "C", "C", "C", "C", "C", "H", "H", "H", "H", "H", "N", "C", "C", "C", "C", "C", "H", "H", "H", "H", "H", "N", "C", "C", "C", "C", "C", "H", "H", "H", "H", "H", "N", "C", "C", "C", "C", "C", "H", "H", "H", "H", "H"],
  "xyz": [[3.24, -1.75, 2.35], [2.42, -2.41, 2.89], [1.07, -2.47, 2.48], [0.30, -1.45, 3.09], [-0.65, -0.67, 2.12], [-1.32, -1.54, 1.00], [-2.49, -1.80, 1.00], [-0.39, -2.02, -0.17], [0.28, -0.97, -0.93], [1.18, -1.38, -1.99], [1.39, -2.79, -2.24], [0.70, -3.82, -1.48], [-0.21, -3.44, -0.40], [-0.55, -2.23, 4.56], [0.23, -1.84, 5.73], [-0.55, -3.68, 4.46], [-2.04, -1.61, 4.70], [2.69, -3.02, 3.80], [1.03, -0.70, 3.50], [-1.39, -0.09, 2.74], [-0.04, 0.13, 1.60], [0.09, 0.10, -0.68], [1.71, -0.58, -2.56], [2.10, -3.07, -3.06], [0.87, -4.91, -1.65], [-0.74, -4.19, 0.23], [4.11, -3.36, -4.51], [3.40, -4.20, -5.27], [3.52, -4.29, -6.65], [4.43, -3.46, -7.28], [5.18, -2.57, -6.51], [4.98, -2.56, -5.14], [2.70, -4.83, -4.73], [2.93, -4.99, -7.21], [4.56, -3.49, -8.35], [5.89, -1.90, -6.97], [5.54, -1.89, -4.50], [-0.44, -1.28, 11.84], [-1.13, -2.13, 11.08], [-1.00, -2.21, 9.70], [-0.10, -1.36, 9.08], [0.62, -0.47, 9.85], [0.42, -0.47, 11.22], [-1.82, -2.77, 11.61], [-1.58, -2.92, 9.13], [0.03, -1.39, 8.00], [1.33, 0.22, 9.40], [0.97, 0.21, 11.87], [0.52, 2.35, -2.46], [-0.68, 2.84, -2.79], [-1.12, 4.11, -2.46], [-0.26, 4.93, -1.76], [1.00, 4.46, -1.40], [1.33, 3.16, -1.78], [-1.32, 2.15, -3.34], [-2.10, 4.45, -2.76], [-0.56, 5.94, -1.48], [1.69, 5.07, -0.85], [2.30, 2.75, -1.53], [-3.93, 4.64, -4.15], [-4.91, 4.18, -4.92], [-5.80, 5.00, -5.62], [-5.65, 6.37, -5.50], [-4.64, 6.87, -4.70], [-3.81, 5.97, -4.05], [-4.99, 3.10, -4.98], [-6.57, 4.57, -6.23], [-6.32, 7.04, -6.02], [-4.49, 7.94, -4.58], [-3.00, 6.32, -3.42]],
  "mulliken_charge": [-0.4026, 0.0971, -0.1483, -0.2961, -0.7398, -0.0288, -0.5325, 0.5428, -0.3860, -0.6539, 0.1642, -0.4845, -0.3983, 1.2451, -0.5936, -0.5986, -0.2294, 0.3621, 0.5359, 0.4934, 0.3871, 0.3713, 0.4068, 0.1035, 0.3524, 0.3930, -0.4654, -0.0002, -0.5566, -0.1289, -0.4203, -0.2200, 0.3588, 0.3494, 0.3598, 0.3488, 0.3604, -0.5587, -0.2024, -0.4508, 0.0048, -0.4988, -0.2034, 0.3465, 0.3528, 0.5445, 0.3527, 0.3494, -0.3527, -0.5373, -0.0647, -0.1186, -0.5630, -0.2054, 0.3968, 0.4144, 0.3824, 0.3874, 0.3633, -0.3068, -0.2751, -0.4950, -0.1184, -0.6767, 0.0951, 0.3841, 0.3513, 0.3773, 0.3362, 0.2409],
  "largest_force_ha_per_bohr": 0.08712,
  "homo_energy_ha": -0.3345,
  "e_tot_ev": -61327.2562
}

***

(5)
{
  "formula": "CaH4N6O20",
  "method": "ωB97M-V with the def2-TZVPD basis set",
  "species": ["Ca", "N", "O", "O", "O", "N", "O", "O", "O", "N", "O", "O", "O", "N", "O", "O", "O", "N", "O", "O", "O", "N", "O", "O", "O", "O", "H", "H", "O", "H", "H"],
  "xyz": [[-0.47, -0.15, 0.22], [-0.18, -0.51, -3.18], [-0.65, -0.91, -2.15], [-0.19, 0.72, -3.38], [0.43, -1.31, -3.91], [1.58, -3.06, -0.45], [1.45, -3.27, -1.65], [0.75, -2.43, 0.14], [2.49, -3.49, 0.22], [2.89, -0.10, -1.13], [1.74, 0.22, -0.77], [2.98, -0.66, -2.23], [3.86, 0.21, -0.42], [-0.22, 3.42, 0.32], [-0.49, 2.24, 0.01], [0.18, 3.73, 1.45], [-0.30, 4.37, -0.47], [-3.79, 1.59, -0.68], [-2.94, 0.67, -0.77], [-4.70, 1.59, 0.14], [-3.70, 2.49, -1.48], [2.65, -0.21, 2.30], [3.05, -1.34, 2.49], [1.43, -0.10, 2.15], [3.43, 0.75, 2.29], [-1.45, 0.49, 2.43], [-1.03, -0.01, 3.13], [-2.01, 1.12, 2.88], [-2.05, -1.73, 0.70], [-2.44, -1.81, 1.57], [-2.29, -2.54, 0.25]],
  "lowdin_spin": [-0.0044, -0.0059, 0.0316, 0.0194, 0.0433, -0.0021, 0.0165, 0.0182, 0.0141, -0.0393, 0.3578, 0.3264, 0.1982, 0.0000, 0.0003, 0.0000, 0.0001, 0.0000, -0.0001, 0.0000, 0.0000, -0.0021, 0.0005, 0.0173, 0.0107, -0.0001, 0.0000, 0.0000, -0.0002, 0.0000, 0.0000],
  "s_squared": 0.76,
  "largest_force_ha_per_bohr": 0.11288,
  "multiplicity": 2,
  "homo_energy_ha": [-0.0089, -0.0033],
  "e_tot_ev": -68373.6276,
  "charge": -3
}

***

(6)
{
  "formula": "C12H15B3F21O6Sn",
  "method": "ωB97M-V with the def2-TZVPD basis set",
  "species": ["Sn", "B", "F", "F", "F", "F", "B", "F", "F", "F", "F", "B", "F", "F", "F", "F", "C", "C", "O", "C", "O", "C", "F", "F", "F", "H", "H", "H", "H", "H", "C", "C", "O", "C", "O", "C", "F", "F", "F", "H", "H", "H", "H", "H", "C", "C", "O", "C", "O", "C", "F", "F", "F", "H", "H", "H", "H", "H"],
  "xyz": [[2.68, 1.61, 3.01], [-1.37, 0.85, 3.40], [-2.01, 0.14, 2.40], [-0.08, 0.36, 3.69], [-1.30, 2.17, 3.01], [-2.15, 0.92, 4.61], [1.10, -0.06, 0.25], [1.47, 0.20, -1.07], [2.14, -0.68, 1.01], [0.75, 1.11, 0.92], [0.02, -0.95, 0.28], [1.26, 4.17, 0.49], [0.66, 3.93, 1.74], [2.62, 3.90, 0.67], [0.59, 3.39, -0.44], [1.04, 5.50, 0.18], [0.34, -4.21, 2.97], [1.49, -3.27, 2.94], [2.58, -3.59, 3.85], [3.47, -2.68, 4.02], [3.46, -1.60, 3.46], [4.54, -2.94, 5.09], [5.76, -2.87, 4.53], [4.47, -2.02, 6.04], [4.40, -4.13, 5.68], [0.62, -5.24, 2.74], [-0.38, -4.03, 2.18], [-0.19, -4.07, 3.92], [1.15, -2.23, 2.93], [1.97, -3.34, 1.96], [-0.70, 5.56, -4.57], [0.33, 4.85, -3.72], [0.75, 3.65, -4.34], [0.16, 2.47, -3.89], [-0.84, 2.46, -3.25], [0.85, 1.25, -4.57], [0.12, 0.87, -5.63], [2.12, 1.57, -4.81], [0.80, 0.26, -3.71], [-0.40, 5.37, -5.61], [-0.70, 6.64, -4.44], [-1.65, 5.02, -4.54], [-0.11, 4.71, -2.74], [1.21, 5.49, -3.69], [-2.50, -3.21, 0.53], [-3.80, -2.78, -0.13], [-3.57, -2.57, -1.54], [-3.18, -1.38, -1.96], [-3.04, -0.40, -1.28], [-2.97, -1.27, -3.48], [-2.83, -2.41, -4.18], [-4.01, -0.58, -3.99], [-1.89, -0.55, -3.66], [-2.67, -3.35, 1.60], [-1.72, -2.45, 0.56], [-2.05, -4.16, 0.23], [-4.23, -1.89, 0.31], [-4.58, -3.52, 0.04]],
  "mulliken_charge": [1.6920, 0.3370, -0.2266, -0.2951, -0.3169, -0.3821, 0.2707, -0.2170, -0.3824, -0.3891, -0.3788, 0.4461, -0.3415, -0.4006, -0.2134, -0.3753, -0.9285, 0.1278, -0.2781, 0.4392, -0.5016, 0.8060, -0.2441, -0.2447, -0.2426, 0.3567, 0.0062, 0.3593, 0.1629, 0.2430, -1.2510, 0.0453, -0.3513, 0.4229, -0.4605, 0.8819, -0.2715, -0.2574, -0.1814, 0.2967, 0.3795, 0.3037, 0.1565, 0.3362, -0.6514, -0.3898, -0.3409, 0.3799, -0.4779, 0.8523, -0.2707, -0.2718, -0.2192, 0.3919, 0.0703, 0.3131, 0.3269, 0.3489],
  "e_above_lowest_ev": 4.332,
  "largest_force_ha_per_bohr": 0.08774,
  "homo_energy_ha": -0.2963,
  "e_tot_ev": -89917.9409,
  "charge": -1
}

***

What did the third record say?
{
  "formula": "C4H6FNO",
  "method": "ωB97M-V with the def2-TZVPD basis set",
  "species": ["C", "C", "C", "C", "H", "H", "H", "H", "H", "H", "N", "O", "F"],
  "xyz": [[2.65, -0.38, -0.03], [-0.54, 0.88, 0.07], [-1.52, -0.20, -0.01], [-2.83, -0.01, -0.02], [2.94, 0.48, -0.61], [3.07, -0.24, 0.98], [2.98, -1.33, -0.45], [-0.90, 1.89, 0.00], [-3.46, -0.90, 0.03], [-3.30, 0.97, -0.06], [0.73, 0.77, 0.01], [1.22, -0.48, 0.05], [-1.05, -1.46, 0.03]],
  "mulliken_charge": [-0.4931, -0.3910, 0.8802, -0.7879, 0.2676, 0.2437, 0.2167, 0.2985, 0.2869, 0.2481, -0.4295, -0.1267, -0.2135],
  "e_above_lowest_ev": 2.824,
  "largest_force_ha_per_bohr": 0.02432,
  "homo_energy_ha": -0.3317,
  "e_tot_ev": -10497.3299
}